{
  "formula": "C5H13N2O",
  "method": "ωB97M-V/def2-TZVPD",
  "spin_multiplicity": 2,
  "charge": 2,
  "s2": 0.754,
  "e_above_lowest_kcal_mol": 28.8,
  "elements": ["N", "C", "C", "N", "C", "C", "C", "O", "H", "H", "H", "H", "H", "H", "H", "H", "H", "H", "H", "H", "H"],
  "xyz": [[1.38182, -0.94380, 1.54510], [0.98664, -1.44969, 0.17161], [0.56942, -0.42201, -0.86769], [-0.73703, 0.20381, -0.54483], [-1.88428, -0.62765, -0.77433], [-0.89777, 1.61248, -0.39985], [0.18306, 2.31970, 0.45181], [1.01884, 1.74603, 1.09031], [1.30794, -1.65468, 2.27879], [0.87246, -0.08089, 1.75471], [2.38933, -0.75265, 1.50816], [1.82388, -2.04279, -0.19269], [0.23711, -2.22800, 0.30387], [1.31578, 0.36404, -1.00206], [0.54968, -0.83726, -1.87550], [-2.68385, -0.55558, -0.04229], [-1.57420, -1.67022, -0.82578], [-2.30489, -0.38191, -1.76118], [-1.79202, 1.73676, 0.19600], [-0.98249, 2.26504, -1.27128], [0.22059, 3.39929, 0.25712]],
  "lowdin_spin": [0.002, 0.022, 0.048, 0.620, 0.080, 0.072, 0.018, 0.004, 0.000, 0.001, 0.000, 0.000, 0.000, 0.000, 0.021, 0.019, 0.003, 0.046, 0.007, 0.035, 0.002]
}

{
  "formula": "C3H8NO2",
  "method": "ωB97M-V/def2-TZVPD",
  "spin_multiplicity": 2,
  "s2": 0.751,
  "e_above_lowest_kcal_mol": 23.3,
  "elements": ["C", "C", "C", "O", "O", "N", "H", "H", "H", "H", "H", "H", "H", "H"],
  "xyz": [[0.52104, -0.60379, 0.36029], [-0.48808, 0.33582, -0.37838], [-0.38921, 1.72287, 0.21687], [-1.53988, 2.44303, 0.15041], [0.58804, 2.16624, 0.86740], [0.60430, -1.97599, -0.20201], [0.24036, -0.68427, 1.43578], [1.48149, -0.17627, 0.25390], [-0.36861, 0.46742, -1.46651], [-1.55868, -0.04864, -0.26593], [-1.12395, 3.30996, 0.08562], [-0.20783, -2.60618, 0.01634], [0.76959, -1.96257, -1.23789], [1.47140, -2.38763, 0.16411]],
  "lowdin_spin": [0.137, 0.054, 0.006, 0.001, 0.002, 0.256, 0.033, 0.035, 0.020, 0.021, 0.000, 0.154, 0.148, 0.132]
}

{
  "formula": "C4H2F6O",
  "method": "ωB97M-V/def2-TZVPD",
  "smiles": "O=C[C@@](F)(C(F)F)C(F)(F)F",
  "e_above_lowest_kcal_mol": 12.0,
  "elements": ["O", "C", "C", "F", "C", "F", "F", "C", "F", "F", "F", "H", "H"],
  "xyz": [[1.68728, 1.60322, 0.24670], [1.21800, 0.97903, -0.65725], [-0.07484, -0.20749, -0.37499], [-0.31337, -0.69201, -1.63529], [0.55721, -1.24000, 0.53314], [1.70428, -1.71897, 0.11493], [-0.29267, -2.33444, 0.70606], [-1.29609, 0.59983, 0.19143], [-1.01378, 1.90886, 0.13491], [-1.58742, 0.28131, 1.45503], [-2.46861, 0.34188, -0.49984], [1.30854, 1.17437, -1.69797], [0.57147, -0.69560, 1.48316]],
  "lowdin_charge": [0.109, -0.072, -0.193, 0.067, -0.347, 0.143, 0.059, -0.500, 0.155, 0.163, 0.128, 0.122, 0.167]
}

{
  "formula": "C4H6O2",
  "method": "ωB97M-V/def2-TZVPD",
  "smiles": "O=CCCC=O",
  "e_above_lowest_kcal_mol": 33.9,
  "elements": ["O", "C", "C", "C", "C", "O", "H", "H", "H", "H", "H", "H"],
  "xyz": [[0.61605, 2.36287, -1.14653], [1.01517, 1.36842, -0.60664], [0.30187, 0.64323, 0.56653], [-0.80778, -0.29682, 0.03203], [-0.47800, -1.78538, 0.04282], [-0.20366, -2.42350, -0.93584], [1.95663, 0.91980, -0.88350], [1.05978, 0.17358, 1.17644], [-0.09925, 1.50570, 1.10928], [-0.96546, -0.04992, -1.01713], [-1.66036, -0.11944, 0.68007], [-0.73500, -2.29854, 0.98246]],
  "lowdin_charge": [0.064, -0.261, -0.138, -0.136, -0.267, 0.062, 0.111, 0.104, 0.114, 0.117, 0.112, 0.118]
}

{
  "formula": "C6H8",
  "method": "ωB97M-V/def2-TZVPD",
  "e_above_lowest_kcal_mol": 126.5,
  "elements": ["C", "C", "C", "C", "C", "C", "H", "H", "H", "H", "H", "H", "H", "H"],
  "xyz": [[-1.02122, -2.47962, 1.63864], [-0.42855, -1.79121, 0.84834], [-1.06958, 1.43994, -0.88692], [-0.54156, 0.31573, -1.29395], [1.36482, 0.57667, 0.41124], [0.63559, -0.27880, -0.55019], [-1.12258, -3.18562, 2.41864], [-1.88932, 1.97133, -1.43207], [-0.68963, 2.01986, 0.04445], [-0.96525, -0.28088, -2.10833], [1.30555, 1.66428, -0.01850], [0.83808, 0.63220, 1.27479], [2.36772, 0.28011, 0.79292], [1.21592, -0.88398, -1.13906]],
  "lowdin_charge": [-0.093, -0.035, -0.004, -0.197, -0.127, -0.121, -0.018, 0.077, 0.098, 0.109, 0.117, 0.029, 0.100, 0.064]
}

{
  "formula": "C22H21Cl5CsN5O4S2",
  "method": "ωB97M-V/def2-TZVPD",
  "charge": -2,
  "e_above_lowest_kcal_mol": 4.0,
  "elements": ["Cs", "C", "C", "N", "C", "C", "S", "C", "C", "N", "H", "H", "H", "H", "H", "H", "H", "H", "H", "H", "H", "H", "H", "H", "Cl", "C", "C", "C", "Cl", "C", "Cl", "C", "Cl", "C", "Cl", "O", "C", "O", "C", "C", "N", "N", "C", "C", "O", "O", "H", "H", "H", "S", "C", "C", "C", "C", "C", "N", "H", "H", "H", "H"],
  "xyz": [[-0.06937, 0.01285, 0.90526], [-2.35971, -0.75487, -2.38804], [-0.90426, -0.49562, -2.80886], [-0.27244, 0.65619, -2.16599], [-0.60478, 1.96855, -2.68907], [-2.03398, 2.45905, -2.46633], [-2.65136, 2.44131, -0.75366], [-4.05715, 1.29596, -0.87974], [-3.79787, -0.15895, -0.47108], [-2.55575, -0.68212, -0.96180], [-2.64967, -1.73070, -2.80982], [-3.01885, -0.03096, -2.86790], [-0.86632, -0.43427, -3.90960], [-0.31057, -1.36450, -2.51572], [0.73615, 0.53187, -2.26195], [-0.41338, 2.04567, -3.77511], [0.06573, 2.67981, -2.20173], [-2.74065, 1.90578, -3.08123], [-2.07523, 3.49550, -2.80766], [-4.42770, 1.35696, -1.90470], [-4.84402, 1.70946, -0.24683], [-4.69116, -0.73357, -0.78501], [-3.76098, -0.22359, 0.61917], [-2.24501, -1.50932, -0.45553], [-2.21263, 1.67309, 3.53948], [-0.84793, 2.72025, 3.99138], [0.33369, 2.57322, 3.30183], [1.33605, 3.42261, 3.70958], [2.90752, 3.32486, 2.87430], [1.21494, 4.36115, 4.72905], [2.53120, 5.40229, 5.19319], [-0.00426, 4.46574, 5.39699], [-0.21030, 5.61607, 6.67574], [-1.05493, 3.63263, 5.02100], [-2.58402, 3.76149, 5.84841], [0.06848, -6.73531, 0.94629], [1.10831, -6.38729, 0.21848], [1.95205, -7.19225, -0.13125], [1.22198, -4.95444, -0.16898], [2.26461, -4.48035, -0.94276], [2.07229, -3.16868, -1.10742], [0.96980, -2.73123, -0.49468], [0.42609, -3.80376, 0.07927], [-0.87954, -3.66544, 0.82634], [-1.34190, -4.71615, 1.34644], [-1.41643, -2.53973, 0.87012], [-0.53757, -5.91415, 1.12878], [3.10352, -5.00003, -1.37260], [2.64430, -2.53841, -1.69676], [4.26951, -1.67198, -2.93215], [4.21288, 0.03785, -2.64470], [5.42883, 0.76250, -2.55775], [5.42723, 2.12170, -2.37528], [4.20683, 2.79289, -2.27648], [3.06622, 2.02037, -2.35960], [3.03765, 0.69569, -2.52994], [6.35309, 0.20719, -2.63734], [6.36344, 2.66505, -2.30383], [4.14546, 3.86154, -2.12338], [2.09647, 2.50258, -2.27834]],
  "lowdin_charge": [0.887, -0.214, -0.202, -0.134, -0.300, -0.472, 0.846, -0.477, -0.291, -0.127, 0.117, 0.084, 0.115, 0.102, 0.058, 0.118, 0.093, 0.054, 0.063, 0.059, 0.063, 0.113, 0.114, 0.048, 0.543, -0.720, -0.201, -0.724, 0.554, -0.718, 0.601, -0.723, 0.612, -0.714, 0.602, 0.083, -0.531, 0.043, -0.067, -0.026, -0.010, 0.052, -0.153, -0.589, 0.000, -0.189, 0.038, 0.131, -0.012, 0.442, -0.828, -0.153, -0.116, -0.109, -0.179, 0.020, 0.076, 0.092, 0.084, 0.073]
}